Entry 1:
C5H9NS in the gas phase at a distorted geometry, computed with ωB97M-V/def2-TZVPD.

```
16
C5H9NS, DFT ωB97M-V/def2-TZVPD
C -1.5377 1.7965 0.1319
N -1.2207 0.4437 -0.3510
C -2.1832 -0.6638 -0.0512
C -0.9715 -1.6310 0.1037
C -0.0930 -0.3460 0.2716
C 1.1451 -0.0717 -0.4974
S 2.6144 0.1087 0.1137
H -2.4893 2.1474 -0.2742
H -0.7232 2.5288 -0.1396
H -1.5993 1.9192 1.2470
H -3.0601 -0.8082 -0.7576
H -2.6706 -0.4984 0.8844
H -0.8381 -2.0978 -0.8477
H -1.0423 -2.4053 0.9643
H 0.0086 -0.2278 1.3499
H 0.9709 0.0926 -1.5401
```

The relative energy (zero: lowest compared OMol25 entry of this formula, charge and spin) comes out at 48.6 kcal/mol. As for the electronic energy: -648.77573 Eh. Its structure (SMILES) is CN1CC[C@H]1C=S. The calculation puts the HOMO-LUMO gap at 8.5 eV. As for the highest occupied orbital energy: -8.7 eV. The multiplicity is 1.

Entry 2:
A molecular structure, C22H44Cl2NO2PTi at a distorted geometry, computed with ωB97M-V/def2-TZVPD.

```
73
C22H44Cl2NO2PTi, DFT ωB97M-V/def2-TZVPD
C -2.8682 3.9580 -0.5818
C -3.8753 2.9819 -0.3858
C -4.0011 2.2285 -1.5728
C -4.6481 2.7575 0.8423
C -3.0642 2.7452 -2.5183
C -2.3455 3.7791 -1.8914
C -1.2167 4.5069 -2.4890
C -2.4517 4.9869 0.3810
C -4.9315 1.1072 -1.7865
C -2.8860 2.2849 -3.9036
Ti -1.0874 0.2430 0.1887
Cl -3.0726 -0.4891 0.7503
Cl -0.3566 2.2989 1.3069
O -0.8406 0.7352 -1.6110
H -4.5023 3.5784 1.5757
H -4.3742 1.8091 1.3633
H -5.7361 2.6864 0.6355
H -4.8952 0.3644 -0.9610
H -4.7225 0.5690 -2.7398
H -5.9813 1.4488 -1.8315
H -3.2161 1.2375 -4.0410
H -1.8251 2.3595 -4.2064
H -3.4787 2.9016 -4.6109
H -0.5071 3.7950 -2.9769
H -0.6389 5.0635 -1.7197
H -1.5595 5.2357 -3.2590
H -2.6280 4.6667 1.4251
H -3.0147 5.9351 0.2271
H -1.3707 5.2228 0.2784
H -1.1100 0.3382 -2.4974
O 2.7874 3.2357 -0.8263
H 1.9611 2.8964 -0.1713
C -0.6883 -3.2096 1.2768
C 0.6954 -3.3455 0.6114
C 1.4369 -4.5151 1.2447
C 0.4477 -3.6211 -0.8851
P 1.6509 -1.7311 0.7933
N 0.4749 -0.6190 0.4800
C 2.1814 -1.3661 2.5568
C 3.4417 -2.1854 2.9334
C 2.4676 0.1383 2.7190
C 1.0429 -1.7109 3.5226
C 3.0439 -1.5510 -0.4533
C 2.4669 -1.3227 -1.8519
C 3.9163 -0.3350 -0.1338
C 3.9513 -2.8361 -0.4438
H -1.3278 -4.0400 0.9360
H -1.1682 -2.2764 0.9539
H -0.6521 -3.2172 2.3644
H 0.8563 -5.4285 1.0263
H 2.4461 -4.6525 0.8278
H 1.5094 -4.4269 2.3395
H 0.0047 -2.7499 -1.3883
H 1.3518 -3.9353 -1.4118
H -0.2788 -4.4433 -0.9585
H 4.3209 -1.8662 2.3628
H 3.6391 -1.9956 3.9937
H 3.2851 -3.2584 2.7983
H 1.5913 0.7231 2.4116
H 2.6904 0.3336 3.7822
H 3.3163 0.4835 2.1282
H 0.1120 -1.1972 3.2203
H 0.8649 -2.7852 3.6198
H 1.3122 -1.3263 4.5172
H 1.7728 -0.4686 -1.8276
H 3.3092 -1.0794 -2.5279
H 1.9752 -2.2042 -2.2718
H 4.4494 -0.4154 0.8178
H 4.6841 -0.2550 -0.9230
H 3.3268 0.5988 -0.1803
H 4.3256 -3.0441 0.5565
H 3.4150 -3.7024 -0.8300
H 4.7963 -2.6287 -1.1002
```

The net charge is -2. The relative energy (zero: lowest compared OMol25 entry of this formula, charge and spin) comes out at 57.8 kcal/mol. As for the electronic energy: -3181.14356 Eh. The calculation puts the HOMO-LUMO gap at 3.2 eV. As for the highest occupied orbital energy: 0.5 eV. The multiplicity is 1.

Entry 3:
A molecular structure, C31H28BrIrN3O2Si at a distorted geometry, computed with ωB97M-V/def2-TZVPD.

```
67
C31H28BrIrN3O2Si, DFT ωB97M-V/def2-TZVPD
Ir -0.1818 -0.1235 -0.3173
Br -5.8044 -4.7449 1.2364
C -4.5750 -3.3467 0.9656
C -4.9830 -2.0069 1.2143
C -4.1234 -0.9658 1.0322
C -2.8059 -1.1802 0.5691
O -2.0608 -0.1345 0.3802
C -2.3809 -2.5277 0.3351
C -1.1070 -2.8908 -0.0532
N -0.0635 -2.0791 -0.2591
C 1.2188 -2.5997 -0.6325
C 1.5810 -3.9167 -0.6963
C 2.8928 -4.2775 -1.0770
C 3.8251 -3.3290 -1.3790
C 3.4813 -1.9584 -1.3209
C 4.3810 -0.9092 -1.6070
C 3.9591 0.3910 -1.5249
C 2.6309 0.6569 -1.1736
N 1.7664 -0.3020 -0.9040
C 2.1715 -1.6098 -0.9555
C -3.3226 -3.6003 0.5493
H -5.9946 -1.8218 1.5514
H -4.4292 0.0556 1.2141
H -0.9486 -3.9547 -0.1926
H 0.8863 -4.7070 -0.4493
H 3.1528 -5.3260 -1.1215
H 4.8310 -3.6105 -1.6617
H 5.3996 -1.1449 -1.8892
H 4.6251 1.2153 -1.7342
H 2.2574 1.6720 -1.1216
H -3.0078 -4.6217 0.3769
C -2.7800 0.9504 -2.5465
Si -1.1092 1.7581 -2.6597
C -1.2272 3.4035 -3.5121
C 0.0750 0.6807 -3.6191
N -0.4667 1.8010 -0.9649
C -0.3626 2.7748 -0.0697
C -0.6407 4.1562 -0.2812
C -0.5021 5.0474 0.7484
C -0.0848 4.6127 2.0179
C 0.2077 3.2688 2.2623
C 0.0708 2.3903 1.2257
O 0.3220 1.0258 1.3232
C 0.8898 0.4749 2.5096
C 2.2381 0.6511 2.7408
C 2.7782 0.0717 3.8798
C 1.9703 -0.6633 4.7395
C 0.6169 -0.8233 4.4710
C 0.0588 -0.2467 3.3381
H -3.2610 1.0299 -3.5253
H -3.4274 1.4386 -1.8157
H -2.7201 -0.1107 -2.2979
H -1.4460 3.1946 -4.5626
H -0.2979 3.9762 -3.4844
H -2.0395 4.0283 -3.1365
H -0.2760 0.6539 -4.6546
H 0.1172 -0.3547 -3.2741
H 1.0913 1.0808 -3.6325
H -0.9623 4.4857 -1.2576
H -0.7172 6.0942 0.5869
H 0.0126 5.3262 2.8247
H 0.5290 2.9352 3.2392
H 2.8456 1.2333 2.0586
H 3.8305 0.1964 4.0956
H 2.3986 -1.1107 5.6261
H -0.0085 -1.3904 5.1469
H -0.9949 -0.3422 3.1060
```

The net charge is +2. As for the electronic energy: -4480.22023 Eh. The calculation puts the HOMO-LUMO gap (spin up / spin down) at 5.9 / 5.7 eV. As for the highest occupied orbital energy (spin up / spin down): -13.5 / -13.5 eV. The multiplicity is 2.

Entry 4:
A molecular structure, C43H51BiBr2I2N7O5Si at a distorted geometry, computed with ωB97M-V/def2-TZVPD.

```
112
C43H51BiBr2I2N7O5Si, DFT ωB97M-V/def2-TZVPD
Bi -0.2792 0.8319 0.1392
I -4.4852 -6.1449 0.9942
C -3.2432 -4.4548 1.3447
C -3.2266 -3.8398 2.5869
C -2.3646 -2.7915 2.7727
I -2.2463 -1.7867 4.6326
C -1.4655 -2.2840 1.7902
O -0.6394 -1.3753 2.0498
C -1.5908 -2.9209 0.5129
C -0.7812 -2.4063 -0.6363
N -1.3263 -1.1601 -1.1855
C -2.7561 -1.1371 -1.3429
C -3.4335 -0.4995 -0.1591
C -4.7643 -0.7938 0.1162
C -5.4001 -0.1365 1.1551
C -4.6734 0.7801 1.9018
C -3.3513 1.0033 1.5600
N -2.7517 0.3901 0.5505
C -2.4483 -3.9829 0.3176
H -3.8654 -4.1736 3.3914
H -0.7447 -3.1739 -1.4247
H 0.2389 -2.1813 -0.3180
H -0.8340 -0.9476 -2.0417
H -3.1735 -2.1448 -1.4774
H -3.0118 -0.5400 -2.2237
H -5.2922 -1.5049 -0.5046
H -6.4396 -0.3379 1.3771
H -5.1255 1.3222 2.7176
H -2.7441 1.7123 2.0972
H -2.4846 -4.4535 -0.6579
Br -2.2265 3.6200 4.2176
C -0.4862 2.8699 4.1585
C 0.2900 2.8837 5.3075
C 1.5406 2.3224 5.2897
Br 2.5785 2.3857 6.8916
C 2.0661 1.7402 4.1230
C 3.3218 1.1067 4.0176
C 3.7304 0.6244 2.8013
C 2.8964 0.7794 1.6856
N 1.7189 1.3392 1.7662
C 1.2740 1.7899 2.9428
C -0.0541 2.3306 2.9460
O -0.7854 2.3381 1.8887
H -0.0978 3.3326 6.2090
H 3.9445 0.9918 4.8963
H 4.6864 0.1349 2.6854
H 3.2003 0.4386 0.7087
C 1.0870 -6.2887 0.6783
C 1.3669 -6.0566 2.1613
C 0.1473 -5.4652 2.8587
C 2.6157 -5.1783 2.3745
N 2.7380 -4.0679 1.4727
C 2.1880 -2.8322 1.4492
N 2.7199 -2.1688 0.4542
N 3.5811 -2.9921 -0.1282
N 3.6068 -4.1148 0.4560
H 0.3463 -7.0778 0.5596
H 1.9959 -6.5801 0.1545
H 0.6914 -5.3835 0.2194
H 1.5910 -7.0232 2.6294
H -0.1047 -4.4920 2.4422
H 0.3357 -5.3558 3.9257
H -0.7123 -6.1205 2.7301
H 3.5114 -5.7844 2.2088
H 2.6241 -4.7989 3.4005
H 1.4435 -2.4453 2.1123
C -3.0888 2.6623 -1.6067
Si -1.1482 2.6906 -1.5193
C -0.6575 2.4898 -3.4327
C -1.6373 3.1894 -4.3792
C 0.7536 3.0113 -3.7272
C -0.6852 1.0017 -3.7959
C -0.7808 4.4972 -0.8392
C -0.9467 5.6046 -1.8833
C -1.7685 4.8019 0.2916
C 0.6338 4.5576 -0.2556
H -3.4939 3.4933 -2.1773
H -3.5104 2.7210 -0.6088
H -3.4621 1.7483 -2.0601
H -1.7213 4.2446 -4.1499
H -2.6263 2.7506 -4.2998
H -1.2999 3.0804 -5.4105
H 0.7623 4.0956 -3.7892
H 1.1119 2.6249 -4.6826
H 1.4574 2.7041 -2.9609
H -1.6765 0.5791 -3.6412
H 0.0310 0.4499 -3.2014
H -0.4220 0.8583 -4.8447
H -1.9415 5.5652 -2.3219
H -0.2102 5.5184 -2.6754
H -0.8249 6.5810 -1.4120
H -2.7807 4.8971 -0.0892
H -1.5037 5.7373 0.7837
H -1.7519 4.0126 1.0326
H 1.3817 4.2497 -0.9806
H 0.7078 3.8911 0.5991
H 0.8661 5.5719 0.0736
O 2.4139 -1.7467 -3.5418
C 3.3169 -0.7582 -3.4861
C 4.3996 -0.7709 -4.3659
C 5.3492 0.2278 -4.3228
C 5.2430 1.2698 -3.4121
C 4.1649 1.3081 -2.5548
C 3.2003 0.3085 -2.5802
C 2.0197 0.4254 -1.6913
O 1.8478 1.4725 -1.0283
O 1.1639 -0.5007 -1.6779
H 1.7694 -1.5554 -2.8100
H 4.4762 -1.5791 -5.0760
H 6.1854 0.1948 -5.0058
H 5.9906 2.0472 -3.3725
H 4.0233 2.1107 -1.8463
```

The net charge is -1. The relative energy (zero: lowest compared OMol25 entry of this formula, charge and spin) comes out at 0.0 kcal/mol. As for the electronic energy: -8676.36198 Eh. The calculation puts the HOMO-LUMO gap at 6.8 eV. As for the highest occupied orbital energy: -4.8 eV. The multiplicity is 1.